174
Properties=species:S:1:pos:R:3:forces:R:3 method="wB97M-V/def2-TZVPD" multiplicity=1 gap_ev=9.076 lumo_energy_ev=-0.07
C -5.369571 -0.883216 3.028735 0.119 -0.025 -0.091
C -3.627543 -4.660057 7.830063 -0.172 0.041 0.069
H -0.112640 -4.366029 0.365517 -0.054 -0.014 -0.080
H 2.626566 -6.839425 -2.266384 -0.017 0.093 0.189
C 2.443007 1.665933 4.655999 -0.169 -0.182 0.168
C 3.124466 0.069739 -1.321767 0.059 -0.204 0.385
O 3.613159 9.179518 1.869855 0.040 -0.023 0.055
H -3.018050 -3.641423 5.146154 0.044 -0.011 0.024
H -2.328441 -6.137272 -2.373117 0.076 0.155 -0.012
C 2.017939 -4.300261 0.213664 -0.043 0.066 -0.172
N -4.569751 -3.630658 7.438979 0.038 -0.017 -0.018
O -5.329991 -1.885184 6.258895 0.056 0.011 -0.044
H -2.963474 8.704727 0.121409 -0.033 0.010 -0.010
H -3.956125 2.400635 -1.440566 0.041 0.119 -0.021
H -0.170263 1.611156 -8.542426 0.016 -0.050 -0.006
H 0.556509 1.328606 5.658403 -0.014 0.068 -0.059
H 3.242930 2.042364 -0.510464 -0.026 0.026 0.038
C -2.095847 -6.723828 1.053099 -0.032 0.226 0.011
C 0.648403 -3.799201 -0.173644 -0.033 -0.179 0.609
H 2.188274 7.345253 -0.191086 -0.036 0.019 -0.035
H -5.180038 -1.310210 4.013546 -0.188 -0.036 0.012
H 4.397549 -1.179886 1.528412 -0.100 -0.015 -0.010
C -2.310558 1.615333 -8.267130 0.007 -0.002 0.014
H 4.637937 8.168754 4.901130 -0.074 0.055 -0.015
H -3.282867 0.920756 -6.677356 -0.003 -0.007 0.004
H 0.806912 0.280401 4.275197 -0.129 0.163 -0.038
H -3.593304 -6.104377 -0.324584 -0.039 0.231 -0.068
C -1.363473 1.238598 -1.773770 0.042 0.062 -0.293
C -1.831110 -6.477486 -1.466643 0.076 -0.161 0.152
H 0.522787 -2.780849 0.184611 0.007 0.041 -0.033
H -4.408544 6.692119 -0.196778 -0.008 -0.050 -0.046
C 1.385591 -8.870812 -7.241596 -0.023 -0.037 0.057
H 2.342224 8.937692 -0.954030 -0.048 -0.038 -0.010
H -1.040423 0.466388 -9.581119 0.046 -0.013 0.027
H -0.692974 -0.363790 -7.454650 0.009 0.005 -0.006
C 1.750239 -0.404747 6.070269 -0.361 0.077 0.016
H 3.386345 -5.817689 0.628893 -0.021 0.015 0.477
H 0.250752 8.598676 -0.014819 0.020 0.017 -0.021
O 1.678760 -8.542499 -4.888597 0.010 -0.013 0.012
C 1.306397 0.736568 5.133931 0.157 -0.193 0.085
H -2.107729 -7.802007 0.885534 0.004 -0.020 0.005
H -2.731847 -4.603787 7.221028 0.012 -0.003 -0.003
O -1.103089 -1.465697 -2.535630 0.377 -0.334 -0.422
H 0.596028 6.104631 6.277624 0.014 -0.033 -0.005
C -1.552103 -0.300136 -6.795309 -0.353 0.117 0.074
H 3.785604 8.091169 -0.368817 0.012 0.012 0.027
H -2.858337 7.178916 -3.246697 0.013 -0.062 0.017
H 2.877141 -1.974715 -0.815570 -0.089 -0.109 -0.026
O -1.789459 9.663807 -1.711376 0.027 0.011 -0.044
H 3.691168 2.101690 2.955561 0.008 0.044 0.063
C -4.436338 -2.693015 6.467159 0.006 0.001 0.040
H 2.075517 -5.226164 -7.477377 -0.023 -0.016 -0.060
C 0.289804 -3.822726 -1.662802 -0.195 0.580 -0.242
H 4.474532 -3.471759 -2.066339 0.298 -0.108 -0.315
H 2.619042 -6.417427 -5.347733 -0.065 0.202 0.007
O 1.022201 -3.201541 -5.959590 -0.082 0.193 -0.105
N 1.325660 1.855452 -4.233235 0.130 0.300 -0.085
O 0.566021 -3.166423 -3.895534 0.073 0.080 -0.026
H 1.989878 1.871205 2.599032 0.119 0.129 -0.108
H 4.956816 7.949235 6.628009 -0.038 0.036 0.041
N 1.385895 9.277124 1.617581 0.021 -0.060 -0.056
C 3.231059 1.022832 -0.117705 0.157 0.302 -0.465
C -0.332508 -6.212315 -1.558993 -0.377 -0.604 -0.057
C 3.075749 0.021145 2.758172 0.269 0.268 -0.005
H 3.186554 -0.599089 3.649824 -0.080 -0.119 -0.050
H 0.113485 -6.284871 -0.570496 0.056 0.294 -0.003
H -1.949013 0.894357 0.278287 -0.056 -0.054 0.030
C -3.332110 6.675009 -0.373725 0.061 0.192 0.186
H 1.336113 7.463604 5.414058 0.021 0.041 0.029
C -0.098636 0.398951 -1.524498 -0.273 -0.154 0.255
H -1.097913 -6.440662 1.399196 0.052 -0.073 -0.047
O 2.514768 4.611944 5.734612 -0.012 0.165 0.100
C 2.217269 -1.155444 -1.077320 0.255 0.000 0.072
H 1.613419 -6.324507 0.699904 0.025 -0.129 -0.362
H -1.120556 2.204764 -9.915035 -0.030 0.014 0.009
C 1.816036 -8.094948 -6.018027 -0.015 0.007 0.011
H -3.342344 -4.540873 8.876452 0.060 -0.006 -0.013
O -3.152730 2.466283 -8.497041 0.000 0.008 -0.014
O 0.117879 -0.236926 -3.906403 -0.097 0.105 0.066
C -4.849350 0.530877 2.976014 0.015 -0.044 -0.014
H 2.327215 0.944942 0.488394 0.005 0.075 0.052
H -1.785435 0.981753 -2.748256 -0.061 0.040 0.000
C 1.413900 -1.550736 -2.326362 0.218 -0.127 0.099
C -2.174070 8.504282 -1.688394 0.055 -0.022 0.048
H -2.080887 -1.254844 -6.810208 0.122 -0.068 -0.015
C -3.381348 2.214014 -0.531245 0.016 -0.314 0.372
N 3.870052 6.398156 5.724835 -0.066 0.014 0.070
H 4.603528 5.743167 5.504101 -0.002 0.006 -0.024
C 1.485857 6.721196 6.198675 -0.038 -0.054 0.009
C -3.149756 -2.695267 5.672276 -0.050 0.061 -0.009
O 3.864157 -3.117512 -2.719301 -0.389 0.083 0.728
C 4.486197 0.841053 0.740657 -0.104 -0.387 0.112
H -3.129258 6.029185 -1.219940 0.022 -0.010 -0.003
H 2.206933 -0.343678 2.204697 -0.030 -0.148 0.112
H -2.781862 -6.502466 1.871660 0.030 -0.027 0.048
C 1.259489 -3.061742 -2.594348 -0.212 0.259 -0.808
C 2.824696 1.481868 3.190728 -0.339 -0.166 -0.031
N -2.832245 8.018767 -0.605214 -0.051 -0.043 -0.063
H -0.393164 10.024060 0.788494 -0.027 -0.030 -0.116
C -1.920765 7.550844 -2.832921 0.007 0.082 -0.031
H 0.987608 -0.584538 6.831006 0.018 -0.047 0.022
N 2.367500 -6.871508 -6.212362 0.056 -0.094 0.048
H -5.447055 -3.576637 7.932361 -0.002 -0.001 0.002
C -2.519009 -5.956173 -0.204884 0.102 -0.368 0.143
H -2.976768 0.119100 -0.905150 -0.144 0.024 0.151
H 5.203348 -0.027077 2.560852 0.049 -0.038 -0.041
H 2.672680 -0.158974 6.595718 0.054 -0.047 -0.028
C 0.744136 0.876014 -4.073228 -0.036 -0.338 0.067
H -6.441214 -0.913779 2.828930 -0.016 -0.020 0.076
C 2.343797 -5.546316 0.524416 0.061 0.006 0.082
H 0.625197 -8.325186 -7.801238 0.034 0.008 -0.043
C 4.218194 7.801327 5.838484 0.150 -0.113 -0.094
N 1.495227 -3.016589 -4.909184 0.014 -0.330 0.184
H -4.041387 1.955670 0.296105 -0.231 0.076 -0.235
H 4.123437 -0.313282 -1.543284 0.005 0.072 -0.188
O -2.690096 3.416695 -0.174606 -0.005 0.165 -0.336
H -7.244989 1.807893 4.715029 -0.033 -0.046 0.002
H 2.816427 0.622780 -2.209995 -0.138 -0.013 0.022
H -3.189905 -1.891505 4.943885 -0.015 0.016 0.010
H 5.295966 0.479038 0.101220 0.056 0.127 -0.029
H 3.943128 -5.713823 -1.800609 -0.003 0.004 0.024
O -1.806162 -2.507522 -0.441433 0.257 0.235 0.046
H 1.586488 -0.994582 -0.204217 -0.087 0.055 -0.044
C 3.351654 -6.110722 -2.624271 0.087 -0.345 -0.780
H 2.794521 -3.550401 0.317372 0.124 -0.023 -0.461
C -2.434544 1.041228 -0.693380 0.422 0.108 -0.154
C -6.370479 1.175976 4.881983 0.076 0.166 -0.052
H 4.003286 -6.637407 -3.322129 0.111 0.061 0.041
H 3.680702 -5.958811 -7.569214 0.002 -0.032 -0.063
H -1.929648 -7.568927 -1.454580 -0.055 -0.001 -0.044
O 2.642541 -5.090721 -3.336988 -0.073 -0.052 0.750
H -1.809015 3.177100 0.124281 -0.010 -0.020 0.129
H 3.338890 8.390687 6.074769 -0.006 0.012 -0.003
H -1.381629 8.088551 -3.606515 -0.001 0.029 0.013
C 2.616441 -6.173514 -7.456740 0.000 0.078 0.176
B 2.679022 -3.812152 -2.862420 0.150 -0.045 -0.213
S -1.370319 -2.844359 -1.769272 -0.456 -0.517 0.437
H -2.290925 -2.532615 6.324272 0.023 -0.049 -0.011
H -0.527831 8.436085 1.564937 -0.039 -0.047 -0.093
H 0.792332 1.011519 -1.412485 0.024 0.023 -0.172
H -1.322281 6.699104 -2.507252 -0.049 -0.040 -0.007
H -4.852955 -1.465180 2.270221 0.023 0.054 -0.029
H 2.147026 2.701584 4.820551 0.141 -0.133 -0.073
H 0.969995 -9.817445 -6.911078 0.004 0.004 0.031
H 0.116005 -7.017719 -2.142527 0.088 0.158 -0.164
H -0.235354 -0.124603 -0.573875 0.078 0.042 0.041
H -5.966860 1.397981 5.870370 -0.019 -0.063 0.027
H 2.294367 -6.775444 -8.300228 -0.001 -0.008 -0.009
N -5.369310 1.417509 3.859822 -0.047 -0.019 -0.004
H -4.068717 -5.650276 7.706171 0.050 -0.022 -0.029
H 2.233836 -9.065219 -7.898837 -0.022 0.032 -0.041
H -1.081023 2.289646 -1.854015 0.019 0.013 0.089
C 0.112980 9.072456 0.949940 0.042 0.106 0.308
C 0.110023 -0.735267 -2.514358 -0.106 0.273 0.355
H 1.872466 -1.348137 5.536546 0.235 0.019 -0.016
C 2.736437 8.287923 -0.172048 0.074 0.020 0.022
H 3.310137 1.497257 5.302319 0.082 0.041 -0.081
H 1.381885 9.717417 2.523765 -0.005 0.030 -0.008
H 4.819758 1.805012 1.123774 -0.102 0.033 0.054
H -2.845795 6.245769 0.502391 -0.037 -0.147 -0.042
H 1.645152 7.237818 7.145676 -0.001 0.053 -0.026
H 2.060111 -1.235884 -3.149631 -0.087 0.031 -0.067
C 4.336912 -0.151970 1.903734 0.092 0.110 0.083
O -3.986009 0.874777 2.179344 0.027 -0.032 0.110
C 2.652856 5.818364 5.871320 0.059 0.034 -0.071
O -2.268667 -3.574303 -2.597905 0.026 0.151 -0.200
N -2.445119 0.764977 -7.215332 0.082 0.005 -0.081
C -1.077227 1.458007 -9.128548 -0.025 0.049 -0.026
H -4.986997 2.346005 3.773236 0.016 -0.002 0.013
H -6.677994 0.136496 4.872379 0.025 -0.019 0.036
C 2.630144 8.948196 1.183821 -0.047 -0.025 -0.023
O 0.026011 -5.024494 -2.262760 0.353 -0.031 0.304
H -2.333571 -4.894405 -0.042667 -0.197 0.071 -0.132
H -1.208343 -0.117827 -5.779117 0.057 -0.089 -0.054